Record 1
# C50H52BrClN4O6P2Pb

C50H52BrClN4O6P2Pb as an isolated structure (the ωB97M-V functional and the def2-TZVPD basis, OMol25).

Last column: Mulliken charge in e.
Element x y z (Å)
Pb 0.142 -0.463 1.232  2.45
Br 2.210 2.297 1.978  -0.01
Cl -2.790 -0.956 0.029  1.48
P 3.346 -0.098 -0.831  0.05
P -3.387 1.610 -1.995  0.33
O -2.620 -2.370 0.070  -0.64
O -1.003 6.229 2.892  -0.53
O -2.625 -0.383 1.364  -0.66
O -4.076 -0.595 -0.517  -0.62
O 1.856 0.057 -0.655  1.41
O -1.739 -0.337 -0.814  -0.65
N -0.214 -0.454 3.897  0.13
N -0.542 2.260 1.903  0.62
N -0.321 -2.687 2.336  0.62
N 0.401 -2.592 -0.284  1.01
C -1.769 2.771 2.082  -1.21
C 1.037 -4.887 -1.715  -1.03
C 0.432 -3.793 0.346  -0.57
C -1.910 2.467 -2.658  0.59
C 3.572 -2.540 -4.040  -0.77
C -2.847 -2.370 5.658  -0.80
C -2.088 -3.607 3.741  -0.41
C 5.894 -0.086 2.380  -0.71
C 3.497 -1.265 1.638  -0.39
C 5.112 3.554 -2.927  -0.62
C 4.064 1.336 -1.631  0.37
C 5.339 0.207 1.140  -0.80
C 0.637 -2.544 -1.576  -0.35
C 0.477 3.082 2.086  0.04
C -2.935 -3.468 4.846  -1.14
C 0.780 -4.975 -0.328  1.10
C -1.116 3.179 -1.560  -1.82
C -1.142 -2.632 3.420  -0.15
C -5.667 0.298 -3.033  -1.61
C 0.052 -3.854 1.739  -0.24
C 4.051 -1.554 2.875  -0.96
C -5.292 2.212 -0.003  -1.49
C 0.158 -5.077 2.398  -0.37
C 4.833 -3.623 -2.294  -0.73
C 4.345 -3.608 -3.592  -0.56
C -4.302 1.685 -4.646  -1.46
C -2.002 4.088 2.415  -0.65
C -1.091 -1.436 4.234  0.42
C -4.262 0.795 -3.393  0.60
C -0.099 0.591 4.690  -0.21
C 0.946 -3.679 -2.343  -1.16
C 5.376 1.308 -2.115  -0.65
C 3.802 3.576 -2.469  -0.63
C 5.899 2.421 -2.753  -0.76
C 3.288 -1.489 -3.184  -0.52
C -0.859 0.762 5.857  -1.15
C 0.376 4.418 2.398  -0.76
C 3.274 2.468 -1.820  -0.24
C -1.919 -1.335 5.366  0.84
C 0.558 -6.237 1.723  -0.96
C 4.552 -2.569 -1.430  -0.43
C 5.255 -0.964 3.244  -0.69
C 0.846 -6.199 0.385  -0.85
C -1.781 -0.192 6.181  -0.77
C 4.134 -0.380 0.762  0.30
C -5.171 3.775 -1.999  -1.72
C 3.776 -1.500 -1.872  0.53
C -0.906 4.934 2.570  0.68
C -4.386 2.844 -1.063  1.24
C -1.003 1.479 -3.405  -1.74
H 2.697 -0.647 -3.531  0.38
H -4.736 1.588 0.696  0.18
H 5.445 -4.449 -1.952  0.49
H -5.619 4.570 -1.399  0.49
H -4.877 2.594 -4.476  0.25
H 1.244 5.049 2.530  0.56
H 1.142 -7.100 -0.141  0.48
H 2.251 2.463 -1.464  0.18
H -5.983 3.249 -2.500  0.30
H -6.065 1.589 -0.455  0.34
H -1.530 0.910 -4.171  0.39
H -4.539 4.251 -2.751  0.38
H 4.579 -4.424 -4.265  0.43
H 5.976 0.410 -2.010  0.46
H 3.192 4.459 -2.618  0.45
H 6.917 2.405 -3.124  0.44
H -2.204 -4.460 3.086  0.69
H 5.521 4.419 -3.435  0.42
H -0.245 3.656 -2.014  0.52
H 1.129 -3.580 -3.405  0.66
H -3.630 -0.075 -3.594  0.47
H 0.634 1.339 4.402  0.52
H -6.022 -0.342 -3.842  0.50
H -0.756 2.462 -0.817  0.13
H -3.314 1.960 -5.010  0.32
H 4.941 -2.581 -0.419  0.43
H 3.205 -2.524 -5.059  0.52
H 1.296 -5.785 -2.264  0.48
H -1.920 6.498 3.018  0.32
H -3.618 3.434 -0.558  -0.12
H -3.490 -2.271 6.525  0.44
H -3.670 -4.236 5.049  0.43
H 0.609 -1.559 -2.030  0.15
H -6.370 1.127 -2.943  0.26
H -5.686 -0.284 -2.116  0.33
H -0.028 -5.121 3.463  0.73
H 5.696 -1.190 4.207  0.41
H -5.786 3.008 0.557  0.53
H 5.838 0.907 0.480  0.44
H -3.013 4.450 2.562  0.42
H -1.684 3.958 -1.052  0.47
H 6.828 0.377 2.671  0.45
H -0.201 2.032 -3.896  0.53
H 0.633 -7.168 2.269  0.45
H -2.590 2.074 1.953  0.49
H 2.580 -1.764 1.333  0.73
H -2.405 -0.089 7.061  0.48
H -4.800 1.127 -5.440  0.49
H -0.712 1.640 6.473  0.47
H 3.554 -2.246 3.544  0.53
H -2.314 3.206 -3.359  1.01
H -0.553 0.777 -2.701  0.14

Force components x, y, z for each atom (eV/Å):
Pb 0.18 0.19 -0.30
Br -0.05 0.06 -0.02
Cl -0.18 0.02 -0.27
P -0.07 0.05 0.02
P -0.29 0.52 -0.37
O -0.01 0.28 0.01
O 0.00 0.02 -0.02
O 0.06 -0.14 -0.16
O 0.37 -0.14 0.30
O -0.10 -0.01 -0.04
O -0.17 -0.31 0.29
N 0.01 -0.14 0.12
N -0.09 0.00 0.10
N 0.00 -0.01 0.03
N -0.06 -0.09 0.10
C 0.08 -0.08 -0.11
C 0.03 -0.05 0.01
C -0.07 0.09 0.03
C 0.18 -0.22 0.13
C 0.08 0.06 0.00
C -0.02 0.01 0.03
C 0.03 0.05 -0.07
C -0.01 0.00 0.04
C 0.09 0.01 0.01
C -0.02 0.01 -0.01
C 0.07 0.01 -0.10
C -0.08 0.05 0.02
C 0.05 0.04 0.08
C -0.04 -0.04 0.04
C -0.03 -0.01 0.01
C 0.01 -0.01 -0.03
C 0.05 -0.04 -0.05
C 0.02 -0.01 -0.01
C 0.03 0.00 0.01
C -0.02 0.07 0.02
C -0.03 0.01 -0.04
C 0.01 0.00 -0.01
C 0.01 -0.02 0.05
C -0.02 0.00 0.00
C 0.01 0.02 0.02
C 0.03 -0.04 -0.05
C -0.12 0.01 -0.01
C 0.12 0.02 -0.08
C -0.07 0.03 0.16
C 0.00 -0.04 -0.10
C -0.08 -0.06 -0.06
C -0.09 0.00 0.00
C 0.01 -0.01 0.01
C 0.00 -0.02 0.03
C 0.13 0.00 0.03
C 0.02 0.06 0.05
C 0.09 0.09 0.03
C 0.07 0.00 0.06
C -0.02 -0.04 0.02
C 0.00 -0.02 0.01
C -0.10 0.02 -0.05
C 0.01 0.03 -0.01
C 0.01 -0.03 -0.01
C -0.05 -0.01 0.03
C 0.05 -0.08 0.08
C 0.05 0.09 0.01
C 0.00 -0.07 -0.08
C 0.06 0.08 0.00
C -0.10 -0.17 -0.02
C -0.06 0.02 0.01
H 0.03 -0.03 -0.01
H 0.00 0.01 -0.02
H -0.03 0.03 -0.02
H 0.02 -0.04 -0.01
H 0.00 -0.01 0.00
H -0.03 -0.04 0.01
H -0.03 0.04 0.00
H 0.02 0.01 0.02
H 0.03 0.00 0.00
H 0.02 0.04 0.02
H 0.01 0.02 0.02
H -0.02 -0.03 0.02
H -0.01 0.03 0.02
H -0.01 0.05 -0.01
H 0.02 -0.03 0.00
H -0.04 -0.01 0.01
H -0.02 0.02 0.00
H -0.02 -0.03 0.03
H -0.02 -0.01 0.02
H -0.06 -0.01 0.11
H 0.02 -0.05 -0.02
H -0.07 -0.03 -0.02
H 0.00 0.03 0.00
H -0.02 0.04 -0.02
H 0.00 0.01 0.01
H 0.00 0.00 -0.03
H 0.02 0.00 0.04
H -0.01 0.04 0.02
H -0.01 -0.01 0.00
H 0.02 -0.01 0.07
H 0.04 0.01 -0.04
H 0.03 0.01 0.00
H -0.02 -0.07 0.05
H 0.02 0.00 0.00
H 0.02 -0.01 -0.01
H 0.00 0.01 -0.05
H -0.02 0.01 -0.03
H -0.01 -0.01 -0.03
H -0.01 -0.04 0.02
H 0.03 -0.03 0.00
H 0.01 0.00 0.00
H -0.02 -0.02 -0.01
H 0.00 0.01 0.00
H 0.02 0.04 0.00
H 0.01 0.01 0.00
H 0.06 -0.07 -0.03
H 0.02 -0.01 -0.01
H 0.01 0.00 0.02
H 0.00 -0.04 -0.03
H 0.02 0.03 -0.02
H 0.00 0.03 -0.03
H 0.00 0.02 -0.02

Output
2S+1: 1
Electronic energy in eV: -177312.8425
Relative energy (zero: lowest compared OMol25 entry of this formula, charge and spin) in kJ/mol: 0.0
Total charge: +2
HOMO energy (spin up / spin down) in eV: -12.7 / -12.2
F_max in hartree/bohr: 0.01363
Orbital gap (spin up / spin down) in eV: 6.254 / 6.079
E_LUMO (spin up / spin down) in eV: -6.49 / -6.12

Record 2
# C48H60BBrGaN7O4S

C48H60BBrGaN7O4S as an isolated structure (the ωB97M-V functional and the def2-TZVPD basis, OMol25).

Last column: Mulliken charge in e.
Element x y z (Å)
Br -6.820 3.413 3.650  -0.18
Ga -0.269 -0.589 -0.368  0.96
S -0.023 -2.587 -1.410  0.01
O -3.492 -7.456 1.732  -0.57
O -1.647 -8.594 1.350  -0.49
O -1.697 1.041 -0.237  -1.01
O -2.141 -0.784 0.877  -0.96
N 0.360 0.612 -1.877  0.88
N 2.745 0.744 -0.228  0.49
N 0.881 1.818 -1.492  0.89
N 0.393 0.282 1.342  1.46
N -2.973 -1.072 -2.034  -0.26
N 0.835 1.561 1.146  0.81
N 2.328 -0.549 -0.286  0.42
C -0.150 -1.222 3.298  1.00
C -2.385 0.425 0.619  0.08
C -7.786 -0.224 0.132  -0.48
C 0.600 4.675 1.807  -1.38
C 2.759 3.763 2.763  -1.35
C -4.270 0.466 2.265  -0.38
C -7.248 -1.504 0.146  -0.63
C 0.699 -1.182 -4.660  -1.70
C -0.712 -3.961 -0.560  0.99
C -1.766 -6.281 0.603  0.82
C -0.572 -6.326 -0.115  -0.92
C -4.050 -0.935 -1.657  -0.25
C 0.885 2.645 -2.561  0.36
C -5.358 -0.716 -1.108  0.67
C 3.863 -3.353 -1.603  -1.50
C -3.473 1.142 1.351  0.18
C -5.911 0.564 -1.146  -0.25
C 3.411 -1.309 -0.263  -0.72
C -0.014 -2.421 2.367  -0.25
C 0.349 1.954 -3.632  -1.22
C -5.271 1.138 2.948  -0.79
C 2.928 4.108 -2.740  -1.43
C 4.928 2.051 -0.131  1.54
C -2.434 -5.065 0.707  -0.81
C 0.812 5.076 -1.731  -1.60
C 4.096 0.799 -0.176  -0.02
C -1.925 -3.918 0.130  -0.12
C -4.673 3.182 1.799  -0.79
C 1.236 3.603 2.686  -0.09
C -2.388 -7.466 1.268  0.54
C -1.525 -0.024 -4.993  -1.76
C 5.756 2.162 -1.418  -1.65
C 1.397 4.054 -2.712  0.21
C -7.123 0.807 -0.523  -0.61
C -5.457 2.490 2.710  0.02
C -0.478 -0.474 -3.977  2.19
C 4.172 -3.372 0.903  -1.70
C -6.033 -1.755 -0.471  -0.41
C -3.678 2.498 1.119  -0.27
C 0.830 2.198 2.339  0.19
C 3.354 -2.811 -0.263  2.54
C 5.848 2.037 1.094  -1.72
C -0.047 -5.180 -0.686  -1.25
C 0.392 1.302 3.297  -1.10
C 0.804 -1.410 4.487  -1.57
C 4.561 -0.502 -0.204  -0.92
C 0.160 0.094 2.638  -0.50
C 0.034 0.678 -3.170  -0.28
B 1.675 1.878 -0.149  -0.33
H 0.846 3.741 3.696  0.66
H -2.393 0.398 -4.485  0.35
H 0.771 -0.570 5.181  0.34
H 3.816 -2.975 1.856  0.30
H 6.303 3.109 -1.448  0.43
H 3.265 5.119 -2.979  0.49
H 1.457 -1.459 -3.924  0.24
H -1.857 -0.881 -5.582  0.45
H 0.975 -2.429 1.896  -0.18
H 0.882 -5.219 -1.242  0.48
H 2.189 2.946 -0.026  -0.43
H 3.320 3.430 -3.501  0.34
H -4.845 4.235 1.620  0.47
H -1.124 0.726 -5.680  0.32
H 5.593 -0.820 -0.195  0.61
H 5.117 2.103 -2.299  0.30
H 6.393 2.981 1.172  0.44
H -5.602 -2.748 -0.459  0.55
H 6.479 1.346 -1.467  0.37
H -7.549 1.801 -0.542  0.44
H 1.159 -0.535 -5.412  0.40
H 4.892 -3.030 -1.779  0.36
H 3.241 -2.980 -2.419  0.16
H -0.125 4.724 -1.299  0.11
H -5.382 1.361 -1.653  0.45
H -0.133 -3.348 2.929  0.75
H 4.093 -4.462 0.935  0.45
H -3.044 3.004 0.402  0.65
H 0.618 6.020 -2.244  0.48
H 1.059 4.336 -3.710  0.73
H 5.227 -3.107 0.799  0.34
H -0.766 -8.462 0.987  0.27
H -0.954 -1.179 -3.307  -0.80
H 0.545 -2.318 5.033  0.46
H 3.837 -4.446 -1.615  0.45
H 3.006 4.777 3.088  0.50
H 6.576 1.228 1.013  0.36
H 5.276 1.890 2.013  0.31
H 0.286 1.507 4.350  0.56
H 1.829 -1.509 4.121  0.31
H -2.465 -2.981 0.195  0.12
H -5.903 0.621 3.659  0.48
H 4.272 2.918 -0.061  -0.55
H 3.346 3.821 -1.777  0.08
H -0.033 -7.256 -0.267  0.24
H -1.176 -1.174 3.678  0.20
H 2.313 -3.112 -0.142  -1.04
H 0.352 -2.093 -5.151  0.43
H 1.514 5.282 -0.928  0.41
H 3.187 3.057 3.477  0.33
H -8.722 -0.026 0.638  0.43
H -0.434 4.423 1.564  0.19
H 3.222 3.590 1.790  0.04
H 1.154 4.782 0.882  -0.05
H 0.212 2.343 -4.628  0.45
H -7.776 -2.309 0.640  0.42
H -4.100 -0.589 2.434  0.48
H -0.777 -2.407 1.603  -1.02
H -3.371 -5.045 1.251  0.51
H 0.611 5.635 2.326  0.52

Force components x, y, z for each atom (eV/Å):
Br 0.01 -0.01 -0.03
Ga 0.03 0.43 0.26
S 0.15 0.14 0.09
O -0.07 0.02 0.02
O -0.07 -0.10 0.03
O -0.02 -0.35 0.13
O 0.20 -0.08 -0.16
N -0.11 -0.03 0.03
N 0.10 0.30 0.06
N -0.07 0.09 0.07
N 0.04 -0.20 -0.30
N -0.21 0.00 -0.16
N -0.03 0.29 -0.02
N -0.04 -0.04 -0.03
C 0.06 -0.12 -0.03
C -0.20 0.14 -0.04
C 0.04 0.00 0.00
C -0.08 -0.06 0.06
C -0.07 0.02 0.02
C -0.03 -0.04 0.01
C -0.05 0.02 0.01
C -0.04 0.03 0.05
C -0.27 0.02 0.02
C 0.14 0.00 -0.07
C -0.05 -0.05 0.04
C -0.01 -0.02 -0.03
C -0.10 -0.15 -0.23
C -0.09 0.06 0.11
C -0.13 -0.01 0.07
C 0.09 -0.01 -0.10
C 0.07 0.05 -0.04
C 0.06 0.08 0.08
C 0.10 0.15 0.07
C -0.02 0.00 -0.02
C -0.02 -0.03 0.00
C -0.05 -0.03 -0.10
C 0.11 -0.19 -0.05
C -0.09 0.04 0.07
C -0.05 -0.08 -0.09
C 0.06 -0.11 -0.04
C -0.08 -0.03 -0.14
C 0.02 0.01 -0.07
C 0.17 0.04 -0.22
C 0.05 0.00 -0.02
C 0.03 0.01 0.08
C -0.07 0.11 0.04
C 0.19 0.01 0.23
C -0.03 -0.03 0.04
C -0.03 -0.01 -0.02
C -0.02 -0.04 -0.09
C -0.08 0.00 -0.02
C 0.05 -0.07 -0.01
C -0.02 -0.02 0.03
C -0.13 -0.20 0.20
C 0.18 0.02 -0.07
C -0.08 0.11 -0.01
C 0.03 0.06 0.03
C 0.05 -0.01 -0.04
C -0.06 0.08 -0.02
C 0.01 0.00 -0.01
C 0.05 0.09 0.07
C 0.07 0.12 0.15
B 0.31 -0.38 -0.02
H -0.01 -0.04 0.06
H 0.00 0.02 -0.04
H 0.00 -0.04 0.02
H 0.02 -0.01 -0.01
H -0.01 -0.05 0.01
H -0.01 -0.02 0.04
H 0.02 0.00 -0.05
H -0.01 0.02 -0.01
H -0.04 -0.02 0.01
H -0.01 -0.03 0.02
H -0.15 0.04 -0.05
H 0.02 0.02 0.04
H 0.02 -0.02 0.04
H -0.01 -0.04 -0.02
H -0.07 0.02 0.04
H 0.04 0.00 0.01
H 0.01 -0.05 0.00
H 0.01 0.03 0.02
H -0.01 0.01 -0.03
H 0.02 0.00 0.01
H 0.02 -0.02 0.03
H -0.02 -0.03 -0.01
H 0.03 -0.04 -0.01
H 0.02 0.06 0.02
H 0.02 -0.02 0.04
H 0.01 0.00 -0.01
H 0.03 0.03 -0.01
H -0.01 0.01 0.00
H 0.02 0.00 0.03
H -0.05 -0.04 -0.04
H -0.02 -0.03 0.02
H 0.06 0.08 -0.02
H -0.03 -0.03 0.04
H 0.01 0.01 -0.01
H 0.02 0.04 -0.02
H 0.03 -0.04 -0.02
H -0.02 0.01 0.03
H 0.03 0.01 -0.02
H 0.02 -0.02 -0.05
H -0.02 0.01 0.05
H 0.04 -0.04 0.04
H 0.02 0.00 -0.01
H -0.06 -0.01 0.00
H 0.00 0.03 -0.01
H 0.01 0.01 0.01
H -0.02 -0.02 -0.03
H -0.01 0.07 -0.01
H 0.01 0.02 -0.01
H 0.01 0.00 0.06
H 0.02 0.02 -0.02
H 0.00 -0.01 -0.04
H 0.02 0.05 0.01
H -0.01 0.03 0.05
H -0.02 0.00 -0.05
H 0.01 -0.03 0.05
H 0.03 0.01 0.01
H 0.00 0.01 -0.01
H 0.00 -0.02 -0.05
H 0.03 0.02 -0.03
H 0.02 0.00 -0.04

Output
2S+1: 1
Electronic energy in eV: -203308.0790
Total charge: 0
HOMO energy in eV: -8.1
F_max in hartree/bohr: 0.00985
Orbital gap in eV: 8.264
E_LUMO in eV: 0.19